(1)
Here is a cluster of 8 separate species, C27H61FO21S7 in total from the Open Molecules 2025 dataset. Energies are from ωB97M-V with the def2-TZVPD basis set.

## Properties
HOMO level: -0.363 Ha
E_tot: -5532.48458 Ha
Maximum force: 0.0507 Eh/bohr
Orbital gap: 9.99 eV
LUMO: 0.1 eV

Geometry as ORCA input:
```
! RIJCOSX wB97M-V def2-TZVPD def2/J DEFGRID3
* xyz 0 1
O -1.221 2.567 -3.363
S -0.328 3.609 -2.981
O -0.311 4.028 -1.623
O 1.136 3.217 -3.419
C 1.326 2.052 -4.293
C 2.778 1.656 -4.201
C -0.594 5.006 -4.026
H 1.010 2.299 -5.305
H 0.712 1.246 -3.913
H 2.907 0.737 -4.780
H 3.003 1.373 -3.168
H 3.472 2.440 -4.480
H -1.634 5.292 -3.963
H -0.320 4.697 -5.034
H 0.141 5.753 -3.739
O -1.519 -1.564 -5.237
S -1.619 -2.537 -4.214
O -2.891 -3.001 -3.802
O -0.805 -3.816 -4.691
C -1.132 -4.962 -3.852
C -0.941 -6.262 -4.613
C -0.690 -2.047 -2.804
H -2.189 -4.914 -3.591
H -0.497 -4.933 -2.969
H 0.118 -6.434 -4.761
H -1.482 -6.294 -5.546
H -1.243 -7.073 -3.941
H -0.750 -2.858 -2.075
H -1.151 -1.198 -2.298
H 0.353 -1.806 -3.003
O 4.420 -4.538 1.609
S 3.926 -4.141 2.892
O 4.123 -4.929 4.034
O 4.578 -2.742 3.257
C 4.879 -1.815 2.215
C 5.218 -0.474 2.840
C 2.218 -3.662 2.773
H 3.951 -1.648 1.626
H 5.584 -2.189 1.477
H 4.612 -0.277 3.724
H 5.090 0.379 2.177
H 6.269 -0.361 3.146
H 2.084 -3.043 1.895
H 2.034 -3.177 3.725
H 1.643 -4.576 2.657
O -4.236 -3.208 5.403
S -4.775 -2.243 4.533
O -6.110 -2.335 4.105
O -4.644 -0.811 5.190
C -3.522 -0.601 6.091
C -3.645 0.789 6.650
C -3.702 -2.071 3.128
H -2.562 -0.753 5.589
H -3.594 -1.331 6.906
H -2.788 0.992 7.290
H -4.534 0.868 7.273
H -3.688 1.502 5.828
H -2.890 -1.397 3.371
H -4.302 -1.659 2.326
H -3.386 -3.089 2.931
O 2.305 -1.597 -1.710
S 2.907 -2.823 -2.072
O 2.328 -4.051 -1.641
O 2.904 -2.896 -3.665
C 3.197 -4.079 -4.368
C 2.815 -3.873 -5.753
C 4.654 -2.797 -1.803
H 2.731 -4.953 -3.894
H 4.261 -4.353 -4.290
H 1.764 -3.738 -5.974
H 3.194 -4.698 -6.365
H 3.284 -2.974 -6.178
H 5.073 -2.000 -2.401
H 4.977 -3.769 -2.169
H 4.837 -2.718 -0.740
O 4.638 3.304 1.463
S 3.342 2.840 1.802
O 2.931 1.546 1.398
O 3.174 2.958 3.380
C 2.000 2.279 4.011
C 1.379 3.240 5.015
C 2.061 3.971 1.238
H 2.437 1.417 4.521
H 1.277 1.932 3.284
H 2.144 3.920 5.363
H 0.985 2.673 5.857
H 0.555 3.762 4.535
H 1.989 4.764 1.972
H 1.156 3.382 1.177
H 2.426 4.344 0.288
O -6.743 5.173 -1.654
S -5.358 5.142 -1.963
O -4.774 6.230 -2.653
O -4.559 4.939 -0.606
C -4.902 3.791 0.209
C -4.619 4.126 1.664
C -4.944 3.678 -2.877
H -4.246 2.958 -0.091
H -5.929 3.453 0.076
H -5.130 3.425 2.320
H -5.038 5.115 1.873
H -3.553 4.165 1.873
H -5.310 2.840 -2.291
H -3.867 3.664 -2.992
H -5.470 3.729 -3.822
F -1.021 0.435 4.090
C -0.773 0.560 2.785
C -1.430 1.574 2.145
C -1.261 1.742 0.784
C -0.360 0.928 0.098
C 0.314 -0.058 0.778
C 0.119 -0.266 2.140
H -2.189 2.112 2.703
H -1.852 2.501 0.286
H -0.244 1.105 -0.964
H 0.941 -0.712 0.175
H 0.582 -1.098 2.655
*
```



(2)
Here is a cluster of 2 separate species, CH2ClN2O3 in total from the Open Molecules 2025 dataset. Energies are from ωB97M-V with the def2-TZVPD basis set.

## Properties
HOMO level: -0.590 Ha
E_tot: -834.20083 Ha
Maximum force: 0.0678 Eh/bohr
Orbital gap: 10.34 eV
LUMO: -5.7 eV

Geometry as ORCA input:
```
! RIJCOSX wB97M-V def2-TZVPD def2/J DEFGRID3
* xyz 1 1
C 0.227 0.212 0.022
N -0.988 0.859 -1.449
N 0.098 -0.957 0.541
O -1.813 0.130 -1.724
O -0.590 1.902 -1.714
O 0.842 -1.328 1.624
Cl 1.230 1.473 0.488
H -0.658 -1.647 0.525
H 1.652 -0.644 1.687
*
```